[1]
{"formula": "C4H6BrN3O", "method": "the ωB97M-V functional and the def2-TZVPD basis", "species": ["C", "N", "N", "C", "N", "C", "O", "C", "Br", "H", "H", "H", "H", "H", "H"], "positions_angstrom": [[-0.45503, -2.12335, -1.07328], [-0.16028, -0.97288, -0.28690], [-1.20136, -0.13329, 0.05915], [-0.70763, 0.99633, 0.50220], [-1.47439, 1.91045, 1.13183], [0.72562, 0.96126, 0.40040], [1.63111, 1.89365, 0.87237], [1.01789, -0.29751, -0.11775], [2.62095, -1.19158, -0.30448], [-1.16416, -2.83447, -0.68215], [-0.70621, -1.93359, -2.16571], [0.63576, -2.66772, -1.19039], [-0.93479, 2.79356, 1.43819], [-2.32676, 2.15446, 0.67957], [2.49928, 1.44468, 0.73697]], "atomic_forces_ev_per_a": [[3.8, -1.6, -2.5], [-1.3, 1.9, 0.4], [-0.2, -1.1, -0.4], [2.2, -1.6, -0.5], [1.0, 3.5, 1.6], [0.2, -0.8, 0.0], [0.3, -1.1, -0.6], [-1.2, 0.4, 0.4], [0.7, 0.2, 0.0], [-0.2, 0.2, 0.6], [0.0, 0.3, 1.4], [-2.9, 0.9, 0.4], [-1.3, -2.1, -0.8], [-0.6, 0.0, -0.3], [-0.6, 0.8, 0.3]], "mulliken_charge": [-0.674, 0.577, -0.960, 0.143, -0.520, 0.947, -0.546, -0.252, -0.191, 0.269, 0.292, 0.145, 0.255, 0.265, 0.251], "de_lowest_kcal_mol": 0.0, "homo_lumo_gap_ev": 8.67, "spin_multiplicity": 1, "lumo_ev": 0.540, "smiles": "Cn1nc(N)c(O)c1Br"}

---

[2]
{"formula": "C4H6BrNO", "method": "the ωB97M-V functional and the def2-TZVPD basis", "species": ["C", "C", "C", "C", "N", "O", "Br", "H", "H", "H", "H", "H", "H"], "positions_angstrom": [[-2.36924, -1.09162, 0.45025], [1.36457, -0.29734, -0.69325], [0.56540, -0.63638, 0.50119], [0.09235, 0.35993, -0.42216], [-2.47454, -0.14110, -0.30023], [-2.51415, -2.00458, 1.12814], [0.65243, 2.93633, 0.50174], [2.23789, 0.34880, -0.37659], [1.50182, -0.94215, -1.56859], [-0.04235, -1.41225, 0.56247], [1.01396, -0.38288, 1.45619], [1.52692, 3.05481, -0.55154], [-1.55506, 0.20845, -0.68763]], "atomic_forces_ev_per_a": [[-1.5, 1.9, -1.8], [2.0, 0.6, -0.1], [2.9, 2.6, 1.4], [-0.2, 0.8, -1.3], [0.4, -0.4, 0.0], [0.3, -2.0, 1.7], [-0.8, 0.0, 1.1], [-0.8, -1.0, -0.7], [0.0, 0.5, 0.2], [-2.6, -3.6, 0.3], [-0.1, 0.1, -0.1], [0.8, 0.1, -1.0], [-0.4, 0.5, 0.2]], "mulliken_charge": [0.661, -0.403, -0.675, -0.099, -0.669, -0.424, -0.156, 0.200, 0.271, 0.330, 0.202, 0.201, 0.559], "de_lowest_kcal_mol": 108.7, "homo_lumo_gap_ev": 8.39, "spin_multiplicity": 1, "lumo_ev": -0.808}

---

[3]
{"formula": "C4H6BrNOS", "method": "the ωB97M-V functional and the def2-TZVPD basis", "species": ["C", "C", "O", "S", "N", "C", "C", "Br", "H", "H", "H", "H", "H", "H"], "positions_angstrom": [[-0.38163, -1.61698, 0.62524], [-0.14381, -0.58630, -0.50564], [0.14878, -1.20741, -1.71327], [-1.38172, 0.79721, -0.59214], [-0.41848, 2.24149, -0.13823], [0.86642, 1.87772, 0.30003], [1.22269, 0.58343, 0.05756], [2.97864, 0.06785, 0.27381], [0.53347, -2.37579, 0.66908], [-1.34457, -2.21648, 0.28267], [-0.59643, -1.23866, 1.61927], [0.11545, -0.55453, -2.35845], [-1.12284, 2.84693, 0.36470], [1.64560, 2.53733, 0.68278]], "atomic_forces_ev_per_a": [[-0.2, -2.5, -2.0], [2.8, 2.8, 2.3], [-0.4, -1.5, 2.8], [0.5, -0.1, -0.2], [-1.4, -0.1, 0.2], [-0.2, -2.3, -0.7], [-3.1, -0.1, -0.4], [0.6, -0.6, 0.0], [-2.0, 1.6, -0.2], [2.0, 0.9, 0.7], [0.2, 0.5, -0.2], [0.0, 1.9, -2.1], [1.8, -0.8, -0.2], [-0.8, 0.4, -0.2]], "mulliken_charge": [-1.104, 0.474, -0.463, -0.058, -0.371, -0.104, -0.272, -0.123, 0.293, 0.317, 0.331, 0.390, 0.302, 0.390], "de_lowest_kcal_mol": 34.3, "homo_lumo_gap_ev": 8.60, "spin_multiplicity": 1, "lumo_ev": 0.552, "smiles": "C[C@@]1(O)SNC=C1Br"}

---

[4]
{"formula": "C4H6BrNS", "method": "the ωB97M-V functional and the def2-TZVPD basis", "species": ["C", "C", "C", "C", "N", "S", "Br", "H", "H", "H", "H", "H", "H"], "positions_angstrom": [[0.63420, 0.94505, -0.97087], [0.87063, 1.58304, 0.31797], [-1.12395, 0.09773, -0.06373], [-0.09608, -2.09156, 0.32007], [-0.43070, 0.31257, -1.17405], [-0.63730, 1.04703, 1.30102], [-2.98858, -0.36539, -0.23520], [1.29779, 1.14957, -1.79366], [1.80788, 1.29596, 0.97667], [0.87020, 2.61864, 0.11322], [0.77299, -2.09731, -0.34591], [-1.14384, -2.41175, 0.13810], [0.16677, -2.08357, 1.41636]], "atomic_forces_ev_per_a": [[1.4, 0.7, -1.0], [0.8, -1.5, 3.1], [-1.0, -2.0, 1.2], [-1.0, 0.8, 1.6], [-0.5, -0.9, -1.8], [0.7, 1.1, 0.2], [0.6, 0.2, 0.1], [0.2, 0.0, -0.2], [-1.6, 0.5, -1.7], [0.1, 1.4, 0.3], [-0.9, -0.2, -0.1], [1.4, -0.2, -0.4], [-0.3, 0.1, -1.3]], "mulliken_charge": [-0.238, -0.427, 0.151, -0.773, -0.364, -0.122, -0.124, 0.415, 0.284, 0.336, 0.313, 0.317, 0.231], "de_lowest_kcal_mol": 91.0, "homo_lumo_gap_ev": [7.60, 7.82], "spin_multiplicity": 1, "lumo_ev": [0.216, -0.293]}

---

> Number 3 is which compound?

C4H6BrNOS